Molecular formula: C32H34PPt
Method: DFT, wB97M-V/def2-TZVPD

Each line ends with the Löwdin charge.
Geometry (Å):
C (-0.41, 0.74, -4.28)  -0.400
C (0.18, 2.07, -4.12)  -0.093
C (0.41, -0.37, -4.78)  -0.083
C (-1.86, 0.60, -4.25)  -0.100
H (0.46, -0.37, -5.89)  0.098
H (0.00, -1.34, -4.48)  0.070
H (1.45, -0.31, -4.42)  0.061
H (0.21, 2.63, -5.08)  0.100
H (1.21, 2.02, -3.76)  0.056
H (-0.41, 2.67, -3.42)  0.082
H (-2.32, 0.80, -5.23)  0.100
H (-2.31, 1.31, -3.53)  0.074
H (-2.16, -0.42, -3.97)  0.066
C (1.84, 0.26, 0.73)  -0.176
C (2.07, -0.47, -0.48)  -0.072
C (1.92, 0.41, -1.58)  -0.083
H (2.40, -1.50, -0.54)  0.120
C (1.53, 1.68, -1.13)  -0.064
C (1.48, 1.66, 0.33)  -0.314
H (1.60, 2.53, 0.98)  0.084
H (2.14, -0.04, 1.73)  0.094
H (2.19, 0.17, -2.61)  0.093
H (1.38, 2.57, -1.72)  0.100
C (-2.13, -0.37, 0.23)  -0.284
C (-1.13, -1.34, 0.77)  -0.208
C (-0.52, -1.98, -0.37)  -0.080
H (-1.14, -1.72, 1.78)  0.086
C (-1.12, -1.49, -1.54)  -0.084
C (-2.07, -0.50, -1.21)  -0.057
H (-2.74, 0.01, -1.90)  0.093
H (-2.99, -0.01, 0.79)  0.082
H (0.20, -2.79, -0.31)  0.119
H (-0.96, -1.89, -2.54)  0.098
Pt (-0.37, 0.75, 0.67)  1.026
C (-1.63, 4.37, 6.12)  -0.068
C (-1.51, 4.75, 4.78)  -0.071
C (-1.25, 3.80, 3.79)  -0.091
C (-1.12, 2.45, 4.14)  -0.364
C (-1.24, 2.07, 5.50)  -0.079
C (-1.49, 3.02, 6.49)  -0.059
P (-0.75, 1.09, 2.94)  0.996
C (0.88, 0.74, 3.74)  -0.380
C (1.21, -0.49, 4.31)  -0.087
C (2.42, -0.62, 4.99)  -0.062
C (3.31, 0.45, 5.08)  -0.062
C (3.01, 1.67, 4.45)  -0.053
C (1.81, 1.80, 3.76)  -0.103
C (-2.28, 0.16, 3.37)  -0.378
C (-2.34, -1.11, 3.96)  -0.096
C (-3.58, -1.68, 4.27)  -0.059
C (-4.77, -1.00, 4.00)  -0.060
C (-4.72, 0.27, 3.41)  -0.058
C (-3.49, 0.84, 3.09)  -0.113
H (-1.84, 5.11, 6.90)  0.112
H (-1.60, 5.80, 4.51)  0.109
H (-1.15, 4.08, 2.74)  0.105
H (-1.14, 1.02, 5.79)  0.116
H (-1.58, 2.72, 7.53)  0.114
H (0.52, -1.33, 4.22)  0.088
H (2.66, -1.56, 5.48)  0.113
H (4.24, 0.36, 5.64)  0.113
H (3.69, 2.51, 4.52)  0.117
H (1.58, 2.75, 3.28)  0.108
H (-1.42, -1.65, 4.19)  0.087
H (-3.61, -2.67, 4.73)  0.114
H (-5.73, -1.44, 4.26)  0.114
H (-5.64, 0.83, 3.22)  0.116
H (-3.46, 1.83, 2.63)  0.117

Its expectation value of S² is 6.040. For the total energy, the calculation gives -46259.41489 eV. The value obtained for the HOMO-LUMO gap (alpha / beta) is 6.539 / 5.597 eV. Its lowest unoccupied orbital energy (alpha / beta) is -2.65 / -5.54 eV. The net charge is +1. Its multiplicity is 5. The value obtained for the relative energy (zero: lowest compared OMol25 entry of this formula, charge and spin) is 0.0 kcal per mole.